Entry 1:
The following is a DFT calculation (ωB97M-V/def2-TZVPD) of a 6-piece molecular cluster, C8H28N2O6 overall.

Geometry as ORCA input:
```
! wB97M-V def2-TZVPD RIJCOSX def2/J DEFGRID3
* xyz 0 1
H -3.17535 0.70798 -0.37339
H -2.48164 1.77537 1.69744
H -0.45511 -0.80538 1.61541
O 2.77583 0.42899 -2.65539
H 2.74085 -3.68162 -1.59284
C 0.85129 3.89391 -0.75109
H -2.06179 -2.61943 0.74588
O -3.82055 1.07381 0.23756
O -0.32227 3.02075 -2.66495
H -2.03257 -4.19398 1.47869
H 0.73226 1.50991 0.87761
C 0.04759 2.71174 -1.37891
H 0.47473 -0.79997 -0.48491
H 2.88065 -2.23163 -2.60373
C 0.74045 0.56113 1.31451
H 4.10693 2.03987 -2.21956
H -4.19541 1.50728 2.17944
C 1.43043 -2.44171 -1.06679
H -0.10193 -3.34627 1.49594
H -3.04039 0.16694 1.91117
O 1.01233 -3.17970 0.08414
O -0.65831 -2.97827 2.15389
H 0.61422 0.78052 2.32466
H 3.24932 0.55844 -3.49310
C -1.94499 -3.12962 1.68337
H -2.71874 -1.76288 3.13968
H -2.87127 -3.32249 3.69884
H 0.75907 3.63313 0.34529
N 1.09641 -1.20750 -1.25541
H 1.87737 3.90782 -1.20258
C -3.36466 1.13613 1.56628
H 3.99801 0.76924 -1.14885
C 3.37348 1.36696 -1.79721
H -3.89754 -2.69299 2.34458
H 1.68349 0.07274 1.08617
O -0.37526 -0.21247 0.88911
H 0.54661 1.74914 -1.34207
H 2.60925 1.86305 -1.21045
H 0.39759 4.82252 -0.90615
H 1.72952 -0.59156 -1.75992
H -0.82404 2.51446 -0.78751
C -2.92771 -2.76137 2.80277
N 2.30555 -2.84070 -1.92667
H -0.76373 2.22771 -3.05091
*
```

Results
* LUMO energy: 0.1 eV
* frontier orbital gap: 0.3365 hartree
* SMILES string: NC(N)=O.CCO.CCO.CO.CO.CO
* HOMO: -0.3347 hartree

---

Entry 2:
The following is a DFT calculation (ωB97M-V/def2-TZVPD) of C8H29CaN10O7 as an isolated structure.

Geometry as ORCA input:
```
! wB97M-V def2-TZVPD RIJCOSX def2/J DEFGRID3
* xyz 1 1
H 2.50883 1.87015 0.73074
N -3.06230 -0.76375 3.61362
O 0.14852 0.32256 -1.82521
N -4.29658 0.67733 -1.13354
N -1.34451 1.39389 -3.12705
H -1.82930 1.35771 -4.00384
H 4.51109 -1.07788 -1.05253
O -2.22486 0.27335 -0.30069
H 1.55705 3.28831 -1.23512
N 3.34160 1.58801 0.22257
N 4.52309 -0.10555 -0.80175
H 1.25073 -0.10535 3.37096
H -0.16495 3.98773 1.14843
H -4.48775 2.10540 0.98149
O 2.32521 -0.35744 -0.24948
H -1.83781 1.75088 -2.33257
C 1.35111 3.89790 -0.35706
N -0.30859 -3.13413 -2.37299
H 3.42396 -0.74670 2.29357
H 1.25339 4.96657 -0.55960
H -2.89198 0.14114 3.22045
H -0.16702 -3.89872 -3.01131
N -2.32441 -2.94722 3.64689
H 5.35083 0.44763 -0.86830
Ca 0.00417 -0.25201 0.43073
H -2.82628 -3.11268 4.49595
H 2.37380 -3.29452 -0.72220
C 0.44196 -3.09137 -1.25334
H 2.40447 -2.03894 1.73153
H 2.63596 -1.82012 3.41485
H -1.74658 -3.64158 3.20586
H 2.13908 3.87377 0.40036
N 0.31491 0.17801 -4.11987
O 0.26970 2.03307 0.81437
H 1.99347 -4.34630 -1.96932
C -2.22109 -1.71795 3.11030
H -4.07777 0.08466 -1.91281
H 0.02576 0.50404 -5.02026
H 1.04987 -0.50504 -4.12248
N 1.64308 -3.71428 -1.27293
H -1.22605 -2.72389 -2.33060
C -0.22332 0.63716 -2.95834
H 4.17765 2.13561 0.24854
C -3.32491 0.84446 -0.21277
H -0.73785 3.40298 -0.39553
H -3.91764 -0.92537 4.10727
C 2.47636 -1.25716 2.48895
C 3.33702 0.33337 -0.29533
O 1.31555 -0.44974 2.47568
C 0.10368 3.31143 0.31792
H -2.90562 1.76386 1.54238
N -3.62322 1.61456 0.85778
O 0.11912 -2.41027 -0.26924
H -5.19883 1.09409 -1.01754
O -1.40180 -1.44169 2.23245
*
```

Results
* LUMO energy: -1.9 eV
* frontier orbital gap: 0.2670 hartree
* HOMO: -0.3381 hartree

---

Entry 3:
The following is a DFT calculation (ωB97M-V/def2-TZVPD) of C8H29KN14O10 as an isolated structure.

Geometry as ORCA input:
```
! wB97M-V def2-TZVPD RIJCOSX def2/J DEFGRID3
* xyz 0 1
N -3.06668 1.90602 -0.45719
O -0.87852 -3.51477 -3.61168
H -1.51514 -1.78289 3.94592
O 3.25378 -1.82014 3.27343
C -1.09321 -4.35746 -2.73858
C 2.19898 -1.44432 3.77461
H -3.34861 2.77337 -0.03764
N -1.90670 -1.74185 3.02243
O 5.24583 0.48487 0.56630
N 3.26611 -0.51138 -0.03721
O -0.02917 2.65924 2.31087
H -2.42638 1.38895 0.12388
H 2.00941 -2.99175 4.98868
H -1.47684 -1.10681 2.36975
H -1.73027 -6.25904 -2.24558
N -1.38237 -5.68413 -2.98206
H 0.69365 -1.85141 5.08417
H 0.99295 2.15568 -1.77191
H -0.41427 5.77635 2.01147
C 1.71416 2.44785 -3.62424
O 1.83482 1.26444 -3.91404
N 1.05660 2.85366 -2.49507
O 0.64836 0.24688 -1.05730
N -1.20429 -4.09825 -1.42283
C -2.25711 -2.94750 2.47871
H -1.44199 -4.80065 -0.75270
H -1.41837 -5.83864 -3.97784
H -2.84622 -3.68090 0.70535
H -3.43734 -0.09112 -2.87244
N -0.30710 3.82831 0.38211
H 3.90762 2.56763 0.33443
H 2.42501 3.31367 -5.37336
N -2.28588 -2.96116 1.12296
O -4.27267 2.17321 -2.35306
N 1.31641 -0.56234 3.20592
H -1.97505 -2.18513 0.53934
O -0.50063 0.03343 0.87572
C -3.49815 1.50526 -1.67795
H -0.54515 4.68657 -0.08308
H 3.66420 -1.42373 0.10860
C -0.19797 3.74800 1.73697
H 2.45861 1.74905 -0.20426
K 1.08516 -1.56245 -3.24951
H 0.24734 0.66514 0.84077
O -2.50789 -3.96612 3.11233
C -0.16871 -0.41680 -0.37625
N 2.14296 3.45069 -4.42024
N -0.22479 4.87951 2.41979
H 2.33031 -0.36203 -0.38656
C 4.05804 0.53637 0.26968
N 1.64585 -2.06197 4.85691
O -0.76208 -1.42640 -0.80876
H -0.16552 4.74280 3.41543
H 0.58487 3.73677 -2.52651
H 0.91981 0.01131 3.93953
H 1.57479 -0.04402 2.38294
H -2.52374 -0.31545 -1.38601
N -3.11174 0.24142 -1.98183
H 1.93475 4.39254 -4.13889
H -0.40607 2.98614 -0.15711
N 3.40966 1.72520 0.11349
H -1.29340 -3.11973 -1.19083
*
```

Results
* LUMO energy: -0.2 eV
* frontier orbital gap: 0.3383 hartree
* HOMO: -0.3468 hartree

---

Entry 4:
The following is a DFT calculation (ωB97M-V/def2-TZVPD) of C8H2F5HgN2OS2Te as an isolated structure.

Geometry as ORCA input:
```
! wB97M-V def2-TZVPD RIJCOSX def2/J DEFGRID3
* xyz -2 2
C -1.10769 -6.26345 -1.24439
F -2.07791 3.48428 2.60183
F -1.24419 1.24686 3.49232
N -1.59569 -7.19310 -1.71398
F -2.08154 -0.75972 1.64676
H 1.33725 -4.10111 1.98311
C -0.68467 -3.87941 -1.28012
S -0.48869 -1.22411 -1.54000
Hg -0.52202 -0.01634 0.62734
C -0.17671 -2.71180 -0.71598
F -3.86219 2.11660 3.71309
S 1.34298 -1.45588 1.25601
N 0.50324 -7.45859 1.70539
O -1.17526 1.83696 0.78379
C 0.21222 -5.20976 0.52911
F -3.82564 2.87596 0.85020
Te -2.52623 1.70288 2.00688
C -0.52288 -5.11974 -0.67791
C 0.76064 -4.05526 1.07146
C 0.37202 -6.44395 1.17955
C 0.57967 -2.80675 0.48421
H -1.23469 -3.80249 -2.20633
*
```

Results
* LUMO energy (spin up / spin down): 4.9 / 2.0 eV
* frontier orbital gap (spin up / spin down): 0.2626 / 0.1559 hartree
* HOMO (spin up / spin down): -0.0818 / -0.0813 hartree

---

Entry 5:
The following is a DFT calculation (ωB97M-V/def2-TZVPD) of C8H30BCsN4O5 as an isolated structure.

Geometry as ORCA input:
```
! wB97M-V def2-TZVPD RIJCOSX def2/J DEFGRID3
* xyz 0 1
O -3.71587 -17.08616 -11.54405
H -3.10714 -19.97953 -9.21217
H -4.58150 -22.20972 -9.39685
H -2.91931 -23.42736 -8.35952
O -1.71217 -19.92954 -10.10765
H -5.17661 -15.65014 -9.34659
N -3.92689 -22.34200 -10.15453
H -4.05873 -21.68649 -10.91153
C -3.34627 -23.44393 -10.31381
N -3.12650 -24.04019 -9.13515
C -1.36627 -21.15464 -9.49539
H -2.61252 -19.58419 -15.38176
H -1.23426 -20.11660 -7.56612
C -1.52294 -21.08933 -7.96433
H -0.98050 -21.82570 -7.37135
N -5.24750 -19.38284 -9.81035
H -3.72693 -16.15981 -11.79572
C -5.08539 -16.72604 -9.49561
H -2.41360 -19.96616 -13.77226
H -1.25230 -17.89083 -14.76376
H -3.20231 -19.98088 -7.49801
C -4.91171 -19.47211 -8.52966
H -4.42885 -20.53517 -11.51552
H -3.38976 -19.52864 -10.57868
O -5.65095 -19.33964 -7.58999
C -1.83467 -19.91695 -14.69449
C -0.74539 -18.85331 -14.69453
H 0.52876 -19.71367 -13.62669
H -2.71703 -21.01302 -11.23492
C -3.71947 -17.07215 -10.11740
N -3.61741 -19.71845 -8.38057
O -0.01400 -18.92877 -13.52207
H -5.35732 -17.27853 -8.59621
O -2.89441 -23.79166 -11.38949
H -5.97541 -16.86742 -10.10876
H -2.77468 -24.98585 -9.08991
H -1.91315 -22.03263 -9.83916
H -3.10908 -19.62381 -12.27997
H -1.60538 -20.95441 -14.93777
H -0.09506 -18.99602 -15.55754
Cs -4.82873 -18.71529 -12.79688
H -2.87376 -16.51660 -9.71215
B -3.40641 -20.20389 -11.42012
H -2.56778 -21.16175 -7.66241
H -6.25004 -19.30307 -9.90329
H -3.51285 -18.13270 -9.97371
H -0.33669 -21.38303 -9.77089
H -4.65166 -19.65053 -10.58069
H -2.50462 -20.08351 -10.62717
*
```

Results
* LUMO energy: -0.5 eV
* frontier orbital gap: 0.3078 hartree
* HOMO: -0.3249 hartree